The following is a quantum chemistry calculation of C29H50BCeN7O2 as an isolated structure, from OMol25.

Last column: Löwdin spin population.
Geometry (Å):
1 Ce -0.469 1.304 -0.436  1.01
2 C -4.636 -1.657 -2.254  0.00
3 C -3.371 -0.805 -2.300  0.00
4 C -3.047 -0.403 -3.774  0.00
5 C -2.380 -1.576 -1.575  0.00
6 C -2.300 -2.887 -1.132  0.00
7 C -1.196 -3.026 -0.257  0.00
8 C -0.897 -4.240 0.606  0.00
9 C -1.238 -5.479 -0.253  0.00
10 C -1.603 -4.267 1.935  0.00
11 N -0.533 -1.840 -0.360  0.00
12 N -1.259 -0.906 -1.133  0.00
13 B 0.703 -1.414 0.413  0.00
14 N 1.316 -0.275 -0.460  0.00
15 N 1.714 0.911 0.313  -0.01
16 C 2.257 1.790 -0.567  0.00
17 C 2.126 1.275 -1.892  0.00
18 C 1.629 -0.035 -1.784  0.00
19 C 1.572 -0.966 -2.963  0.00
20 C 0.642 -0.324 -4.058  0.00
21 C 1.278 -2.429 -2.742  0.00
22 C 2.905 3.005 0.005  0.00
23 C 2.734 3.051 1.564  0.00
24 C 4.366 3.029 -0.429  0.00
25 N 0.344 -0.815 1.812  0.00
26 N -0.728 0.143 1.830  0.00
27 C -0.777 0.697 3.048  0.00
28 C 0.350 0.172 3.786  0.00
29 C 1.031 -0.721 3.000  0.00
30 C 2.242 -1.536 3.398  0.00
31 C 3.386 -1.341 2.462  0.00
32 C 2.566 -1.268 4.891  0.00
33 C -1.739 1.710 3.509  0.00
34 C -2.484 2.344 2.365  0.00
35 C -1.041 2.759 4.391  0.00
36 H -5.340 -1.133 -2.883  0.00
37 H -5.096 -1.761 -1.270  0.00
38 H -4.610 -2.652 -2.708  0.00
39 H -3.579 0.135 -1.763  0.00
40 H -2.952 -1.246 -4.444  0.00
41 H -2.150 0.222 -3.929  0.00
42 H -3.893 0.193 -4.168  0.00
43 H -2.928 -3.705 -1.430  0.00
44 H 0.235 -4.199 0.831  0.00
45 H -2.374 -5.721 -0.218  0.00
46 H -0.814 -6.398 0.093  0.00
47 H -0.906 -5.369 -1.297  0.00
48 H -2.720 -4.350 1.845  0.00
49 H -1.242 -3.413 2.516  0.00
50 H -1.130 -5.061 2.555  0.00
51 H 1.585 -2.325 0.549  0.00
52 H 2.399 1.776 -2.818  0.00
53 H 2.619 -0.802 -3.377  0.00
54 H -0.304 -0.129 -3.517  0.00
55 H 0.469 -0.993 -4.868  0.00
56 H 0.987 0.675 -4.409  0.00
57 H 1.805 -2.862 -1.879  0.00
58 H 1.368 -2.878 -3.788  0.00
59 H 0.256 -2.619 -2.466  0.00
60 H 2.431 3.925 -0.391  0.00
61 H 3.515 2.481 2.031  0.00
62 H 1.699 2.771 1.961  0.00
63 H 2.913 4.093 1.814  0.00
64 H 4.887 2.081 -0.211  0.00
65 H 4.872 3.844 0.223  0.00
66 H 4.456 3.240 -1.494  0.00
67 H 0.638 0.314 4.861  0.00
68 H 1.802 -2.569 3.291  0.00
69 H 3.523 -0.276 2.302  0.00
70 H 3.205 -1.752 1.464  0.00
71 H 4.292 -1.720 2.929  0.00
72 H 2.575 -0.199 5.196  0.00
73 H 3.528 -1.699 5.113  0.00
74 H 1.789 -1.699 5.558  0.00
75 H -2.475 1.208 4.205  0.00
76 H -1.758 3.008 1.847  0.00
77 H -3.278 3.009 2.694  0.00
78 H -2.950 1.596 1.696  0.00
79 H -0.083 3.094 3.961  0.00
80 H -0.804 2.403 5.406  0.00
81 H -1.663 3.645 4.559  0.00
82 N -0.354 5.178 -3.931  0.00
83 C -1.344 4.601 -3.078  0.00
84 C -0.913 3.413 -2.202  0.00
85 O -0.830 2.267 -2.763  0.00
86 O -0.546 3.620 -1.015  0.00
87 H 0.534 5.442 -3.530  0.00
88 H -0.726 5.858 -4.565  0.00
89 H -2.170 4.166 -3.645  0.00
90 H -1.911 5.291 -2.401  0.00

Properties
Charge: +1
Total energy, a.u.: -2168.7200
⟨S²⟩: 0.751
HOMO-LUMO gap (spin up / spin down), eV: 8.8 / 8.8
Spin multiplicity: 2
Highest occupied orbital energy (spin up / spin down), eV: -11.4 / -11.4
E_LUMO (spin up / spin down), eV: -2.56 / -2.53